No. 1
A molecular structure, C3H9N4. Source: OMol25; level of theory: ωB97M-V/def2-TZVPD.

Output
Charge: +1
Energy: -9203.3849 eV
Strongest force on any atom: 7.70 eV Å⁻¹
E_HOMO: -14.34 eV
ΔE to the lowest compared entry with this formula, charge and spin: 189.9 kcal/mol

The geometry in XYZ format:
```
16
Properties=species:S:1:pos:R:3:forces:R:3
C -0.419807 -0.809485 -1.207184 0.8894 -2.9715 -3.1277
C 1.109512 -0.998649 -0.856603 0.0871 0.0868 0.4665
C -0.653641 2.010066 0.909678 -2.5514 -4.9378 -1.0803
N -1.066245 -0.633855 0.046993 2.3252 -0.9099 1.0855
N 0.982712 -0.328118 1.517481 0.3789 0.3250 3.5160
N 1.206760 0.042775 0.214144 2.5156 0.3610 -3.7047
N -0.032527 0.137322 0.701966 -5.4251 4.8072 2.6041
H -0.656772 -0.036033 -1.941097 0.5617 0.3839 0.1590
H -0.764635 -1.745116 -1.719557 0.1317 0.6300 0.6107
H 1.449446 -2.003497 -0.445340 -0.9256 1.0488 -0.5630
H 1.879134 -0.656142 -1.557946 -0.7353 -0.4031 -0.4219
H 0.147366 2.499268 1.256295 2.9210 1.5685 1.8246
H -0.652525 2.010133 -0.161552 -0.7640 0.5892 -0.4426
H -1.614461 1.961742 1.510312 1.4162 0.0042 -0.9337
H -1.944554 -0.152576 -0.022936 -0.0968 0.6691 0.4473
H 1.030237 -1.297834 1.755345 -0.7287 -1.2513 -0.4397
```
Positions in Å, forces in eV/Å.

No. 2
2 unconnected molecules or ions with the total composition C7H4Cl2O. Source: OMol25; level of theory: ωB97M-V/def2-TZVPD.

Output
Expectation value of S²: 2.322
2S+1: 3
Energy: -34408.5435 eV
Strongest force on any atom: 4.86 eV Å⁻¹
E_HOMO (alpha / beta): -8.68 / -9.24 eV
ΔE to the lowest compared entry with this formula, charge and spin: 0.0 kcal/mol

The geometry in XYZ format:
```
14
Properties=species:S:1:pos:R:3:forces:R:3
C 0.401904 1.077458 0.588201 -0.3423 2.2576 0.6819
C -0.941726 1.333263 0.522798 -2.2661 1.4742 0.1262
C -1.561828 -1.044451 0.271044 1.3725 -0.5397 0.6621
C 0.626321 -0.253792 0.459030 4.8279 0.1095 -0.5760
C -1.984550 0.294022 0.452735 0.0578 0.1833 -0.6109
C -0.183990 -1.289251 0.322153 -2.9826 -1.6908 -0.0369
C 2.995060 -0.824090 -0.408550 -1.7774 1.7870 1.8921
O -3.216994 0.514765 0.527123 0.7083 0.6730 0.0674
Cl 0.436409 -2.896115 0.435723 0.0418 -0.4295 -0.2553
Cl 3.309562 -0.312650 -1.920795 0.1006 -0.1972 -0.8175
H 1.172116 1.891620 0.850062 -1.1884 -1.5694 -0.8568
H -1.478483 2.306583 0.516478 1.0975 -0.2766 0.2873
H -2.362058 -1.756690 0.311878 0.0808 -0.6476 -0.2501
H 3.241259 -1.792317 -0.053660 0.2697 -1.1339 -0.3134
```
Positions in Å, forces in eV/Å.

No. 3
12 unconnected molecules or ions with the total composition C40H80O18S. Source: OMol25; level of theory: ωB97M-V/def2-TZVPD.

Output
Energy: -90457.0718 eV
Strongest force on any atom: 9.51 eV Å⁻¹
E_HOMO: -8.83 eV
SMILES: CCOOC(=O)OCCCCS(=O)(=O)O.CC(C)=O.CC(C)=O.CC(C)=O.CC(C)=O.CC(C)=O.CC(C)=O.CC(C)=O.CC(C)=O.CC(C)=O.CC(C)=O.CC(C)=O

The geometry in XYZ format:
```
139
Properties=species:S:1:pos:R:3:forces:R:3
C -0.952462 1.252361 1.777596 0.4505 -0.6388 1.3084
C -0.539525 1.353934 3.388900 0.8034 1.0618 -1.2401
O -1.348573 0.411127 4.210208 -1.6176 2.0093 -5.3965
O -0.707072 0.130303 5.312280 2.4628 -4.5444 4.4616
C -0.695705 -1.351992 5.514439 -2.5797 -2.8051 5.1035
O -1.247858 -1.808591 6.670541 4.0147 3.0699 -8.0515
O -0.154455 -2.299292 4.503771 -0.4064 3.6916 2.3458
C 1.308579 -2.064595 4.307498 1.2855 -0.6756 0.8597
C 1.841787 -3.053975 3.114472 0.5942 -0.4167 0.1104
C 2.770208 -2.332419 1.972260 -0.0166 -0.6929 -1.1553
C 2.209056 -0.865393 1.460490 -0.1427 -1.1808 0.9184
S 3.378364 0.469150 2.146030 1.7883 6.3881 -3.8683
O 4.601289 0.623793 1.187494 -3.7246 -1.8863 3.6130
O 2.639721 1.863421 2.136427 2.0117 -5.6808 1.2995
O 3.956204 0.112540 3.722886 -0.4134 -0.6761 -2.4152
H -1.984593 1.796174 1.582912 2.2365 -1.2732 0.3574
H -0.983515 0.095363 1.502694 -0.2147 2.5595 0.4281
H -0.070983 1.717523 1.157014 -1.9926 -0.8012 1.4120
H -0.683451 2.482581 3.726197 0.1124 -2.4444 -0.3792
H 0.590366 1.085856 3.555363 -2.1651 0.4376 -0.4093
H 1.824142 -2.410892 5.322504 -0.9809 0.8312 -2.2514
H 1.572337 -0.932450 4.175032 -0.7401 -2.1273 -0.0243
H 2.532700 -3.874984 3.633321 -1.5455 1.7604 -1.1212
H 0.978109 -3.639652 2.555875 1.4958 1.5500 1.3342
H 3.927491 -2.309156 2.264681 -2.6015 0.1440 -0.5467
H 2.723334 -3.040504 1.012545 0.1723 1.5485 2.1257
H 2.220975 -0.732442 0.288811 0.1473 0.0200 2.6107
H 1.135809 -0.659921 1.903368 2.2499 -0.1948 -0.9950
H 4.670078 -0.592420 3.639641 -1.1119 1.1138 -0.0683
C 0.617399 0.906285 -3.092245 -0.2841 -0.3589 0.2695
C 0.887087 1.304689 -1.665855 -0.5493 -0.5853 0.5712
O 0.324413 0.741612 -0.728240 0.8067 0.3957 -1.1411
C 1.871659 2.418922 -1.431013 -0.0709 -0.0218 0.5964
H -0.113087 0.090547 -3.109220 0.0819 0.2428 0.0109
H 0.206250 1.755527 -3.643827 0.1707 -0.1027 -0.1070
H 1.541060 0.558596 -3.561785 -0.0343 0.2949 -0.0291
H 1.516421 3.335449 -1.908614 0.1610 -0.0857 -0.1596
H 2.851183 2.138642 -1.826526 -0.0905 0.1347 -0.1604
H 1.966505 2.598436 -0.354762 0.0188 -0.0505 -0.1893
C -2.974518 3.148046 -3.482968 0.4536 -0.2330 0.2207
C -2.930579 2.424664 -4.802375 0.9084 -1.0206 -0.3560
O -2.073920 1.573534 -5.035807 -0.9817 1.0171 0.2984
C -3.975174 2.783154 -5.825290 0.3878 -0.4788 -0.2039
H -2.161418 2.787345 -2.844150 -0.1831 0.0581 -0.1114
H -2.843737 4.221243 -3.643095 -0.2283 -0.0291 0.0560
H -3.926097 2.950965 -2.982804 0.0051 0.2164 -0.0660
H -3.888995 3.840031 -6.089680 -0.2169 -0.0738 0.0552
H -4.971315 2.569825 -5.429504 -0.0013 0.2402 -0.0009
H -3.820488 2.182213 -6.727776 -0.0366 0.2532 0.3155
C -3.171974 6.419507 5.494438 -0.2252 0.1783 -0.4387
C -2.049634 5.574421 4.953851 0.3990 -0.4926 -1.4880
O -1.895223 5.415882 3.743975 -0.2658 0.2624 1.3346
C -1.123662 4.930537 5.950865 0.1592 0.0067 -0.7285
H -3.758681 6.819863 4.660883 0.1421 -0.1040 0.1550
H -3.826884 5.810001 6.122206 0.1322 0.1363 0.1482
H -2.764276 7.255366 6.068570 -0.0848 -0.1650 0.1687
H -1.687315 4.254807 6.598941 0.0961 0.2534 0.1872
H -0.624712 5.700032 6.545323 -0.3661 -0.3433 -0.1618
H -0.362474 4.351156 5.417529 -0.1850 0.0944 0.0205
C -3.529092 -4.117451 0.546951 0.1928 0.2620 -0.4082
C -2.248655 -4.225513 1.331078 1.3242 0.6026 -0.3751
O -1.200642 -3.735793 0.913200 -1.1573 -0.5936 0.4630
C -2.300001 -4.956218 2.646175 0.4188 0.0449 0.0205
H -3.341529 -3.564862 -0.379759 -0.0108 -0.1079 0.2202
H -3.893609 -5.115594 0.291342 -0.1295 0.0713 0.1820
H -4.277959 -3.576770 1.131216 -0.0536 -0.2172 0.0040
H -2.609803 -5.991624 2.484075 -0.1874 0.0708 0.0917
H -2.994090 -4.452925 3.323959 -0.0783 -0.1540 -0.0454
H -1.303580 -4.955451 3.100798 -0.1993 0.0655 -0.0875
C 0.660481 6.148798 10.606801 -0.3385 0.3630 -0.0994
C 0.451070 5.341835 9.353403 -1.0150 0.4563 -0.9901
O -0.372324 5.681597 8.505250 1.2061 -0.3195 1.7728
C 1.287878 4.102872 9.177992 -0.2179 -0.1221 -0.4742
H -0.011021 7.013859 10.597831 0.1444 -0.2062 -0.0210
H 0.432659 5.538239 11.484190 0.2303 0.0222 -0.0080
H 1.692102 6.507145 10.649853 -0.0173 -0.1681 0.1592
H 1.088049 3.401269 9.991713 0.2020 0.0854 0.0352
H 2.347429 4.370049 9.157385 -0.0391 -0.0978 0.1991
H 1.029189 3.621733 8.228717 0.0486 0.1106 0.2119
C 9.489837 -0.144131 -0.896943 0.1152 -0.3812 -0.3386
C 8.387587 -0.799293 -0.108364 -0.5419 -1.4808 -0.1643
O 8.039348 -1.956456 -0.337448 0.4746 1.4064 0.2490
C 7.727655 0.016242 0.971192 -0.2139 -0.4019 0.1156
H 9.872933 -0.850508 -1.640982 -0.1006 0.1381 0.1729
H 9.102357 0.735659 -1.416874 0.1290 0.0766 0.1785
H 10.307479 0.137937 -0.228807 -0.1070 0.1978 -0.0598
H 7.261772 0.903130 0.534501 0.1024 0.0201 0.1713
H 8.466761 0.305451 1.722548 0.0013 0.2002 -0.1207
H 6.951207 -0.584743 1.456457 0.1617 0.2047 -0.2095
C -1.456637 -7.961784 4.847112 -0.3537 0.3586 -0.1118
C -1.666048 -8.768746 3.593714 -1.0673 0.4409 -1.0917
O -2.489442 -8.428985 2.745562 1.0384 -0.4408 1.0486
C -0.829239 -10.007709 3.418304 -0.1988 -0.1410 -0.4593
H -2.128139 -7.096723 4.838142 0.1547 -0.1997 -0.0008
H -1.684459 -8.572344 5.724501 0.2253 0.0242 -0.0069
H -0.425017 -7.603436 4.890164 -0.0146 -0.1536 0.1571
H -1.029070 -10.709312 4.232024 0.2083 0.0870 0.0407
H 0.230310 -9.740532 3.397696 -0.0377 -0.0993 0.2010
H -1.087930 -10.488848 2.469028 0.0433 0.1326 0.2167
C -6.544874 1.429703 -8.841125 0.1029 0.0537 0.4955
C -5.627527 2.508127 -9.352519 0.9750 0.9084 0.8068
O -4.924189 3.164612 -8.586281 -0.9755 -0.7480 -1.0317
C -5.604221 2.752484 -10.837711 0.2706 0.3337 0.1632
H -6.457088 1.365287 -7.751414 -0.0020 0.0262 -0.2361
H -7.580102 1.671296 -9.094968 0.0707 -0.1785 -0.1450
H -6.262096 0.466118 -9.272454 -0.2018 0.0688 -0.1039
H -6.597491 3.052918 -11.180456 0.0845 -0.2898 -0.1398
H -5.279542 1.847861 -11.357992 -0.2888 0.0408 -0.0765
H -4.897342 3.558506 -11.061735 -0.1206 -0.1719 0.1175
C 5.189566 -3.884939 8.117185 0.2627 0.3371 -0.3080
C 3.930811 -3.834473 7.293146 -0.0948 0.8129 -1.1858
O 3.857933 -3.140380 6.280377 0.1340 -0.8291 1.1531
C 2.764519 -4.665888 7.756350 -0.2965 0.1554 -0.4026
H 5.946287 -3.235951 7.663852 -0.1869 -0.1427 0.0891
H 4.985043 -3.529132 9.130136 0.0238 -0.2297 0.0080
H 5.575619 -4.907084 8.143444 -0.0925 0.0448 0.2078
H 2.452049 -4.344918 8.753176 0.0909 -0.1983 0.0128
H 3.042511 -5.722803 7.766535 0.0006 0.0658 0.2212
H 1.925516 -4.530769 7.065442 0.1683 -0.0075 0.1579
C 3.716130 -2.058579 -4.851869 -0.0313 0.1531 0.4823
C 3.565182 -0.679678 -5.436587 -0.1177 1.2435 0.9183
O 3.457601 0.311270 -4.716012 0.1950 -1.2381 -0.9301
C 3.550648 -0.560127 -6.937102 -0.0466 0.5190 -0.0177
H 3.709820 -1.991871 -3.758784 0.0094 0.0070 -0.2483
H 2.882030 -2.689816 -5.168599 0.1780 -0.0692 -0.1176
H 4.666177 -2.495101 -5.170249 -0.1631 -0.1077 -0.1060
H 2.709271 -1.124626 -7.346671 0.1832 -0.1151 -0.0435
H 4.493296 -0.929876 -7.348385 -0.1561 -0.1610 -0.0473
H 3.435506 0.492703 -7.216080 0.0188 -0.2395 0.0941
C -6.787393 2.721246 -16.075302 -0.3293 -0.3708 0.1067
C -6.517705 3.119649 -14.648911 -0.7490 -0.7426 1.2069
O -7.080379 2.556573 -13.711297 0.6855 0.7144 -1.2154
C -5.533133 4.233883 -14.414069 -0.0353 -0.0002 0.5040
H -7.517879 1.905508 -16.092277 0.1680 0.1900 0.0327
H -7.198542 3.570488 -16.626883 0.2186 -0.0295 -0.0740
H -5.863732 2.373557 -16.544841 -0.0472 0.2088 -0.0939
H -5.888371 5.150410 -14.891671 0.1800 -0.0739 -0.1246
H -4.553610 3.953603 -14.809581 -0.0827 0.1627 -0.1408
H -5.438287 4.413396 -13.337818 -0.0353 -0.0465 -0.2599
```
Positions in Å, forces in eV/Å.

No. 4
C5H8NP in the gas phase. Source: OMol25; level of theory: ωB97M-V/def2-TZVPD.

Output
Energy: -16089.9792 eV
Strongest force on any atom: 5.72 eV Å⁻¹
E_HOMO: -7.67 eV
ΔE to the lowest compared entry with this formula, charge and spin: 66.9 kcal/mol

The geometry in XYZ format:
```
15
Properties=species:S:1:pos:R:3:forces:R:3
C 1.072755 -1.807832 -0.027656 2.7048 -0.6621 -1.0351
C 1.664476 -0.473933 -0.106949 -2.0327 -0.4790 1.0321
C -0.245352 -1.751779 0.128028 -0.0368 0.1397 0.1016
C 0.817876 0.541172 0.078326 -2.5288 -0.9609 -0.0111
C 0.822120 2.103018 0.264555 -0.7796 -3.9997 -0.1514
N -0.805626 -0.567858 0.356060 4.0773 3.9948 -0.3712
P -2.225541 0.116236 -0.237583 -0.7949 -1.3051 -0.0521
H 1.725054 -2.710690 -0.233848 -1.2619 1.1298 0.4598
H 2.707052 -0.415044 -0.122523 1.4897 0.5590 -0.3514
H -0.892351 -2.560039 0.072568 -1.0766 -1.6612 -0.0363
H 1.308127 2.518857 -0.586646 0.8994 0.5218 -0.1658
H -0.189907 2.430706 0.234160 -0.8730 0.3710 0.1585
H 1.218164 2.158900 1.253078 0.6216 1.1631 0.4404
H -2.879503 0.158464 1.030292 -0.3633 -0.0504 -0.2859
H -2.765467 -1.210539 -0.640797 -0.0451 1.2392 0.2679
```
Positions in Å, forces in eV/Å.